# 1
Here is 12 unconnected molecules or ions with the total composition C33H75Br6N9O9 at a distorted geometry from the OMol25 dataset. Energies are from ωB97M-V/def2-TZVPD.

The geometry in XYZ format:
```
132
Properties=species:S:1:pos:R:3:lowdin_charge:R:1
C 23.62 19.46 -26.78 -0.044
N 23.34 18.10 -26.38 -0.160
C 22.04 17.94 -25.67 -0.052
C 24.16 17.09 -26.60 -0.382
O 25.18 17.32 -27.15 0.027
H 23.65 20.17 -25.95 0.043
H 22.79 19.73 -27.44 0.092
H 24.51 19.51 -27.41 0.088
H 21.89 16.91 -25.35 0.056
H 21.81 18.51 -24.77 0.049
H 21.13 18.01 -26.27 0.086
H 23.77 16.11 -26.29 0.128
C 21.34 11.89 -23.07 -0.063
N 21.69 13.18 -23.68 -0.176
C 20.65 13.82 -24.52 -0.032
C 22.96 13.60 -23.76 -0.333
O 23.25 14.61 -24.38 -0.029
H 22.27 11.45 -22.73 0.068
H 20.93 11.26 -23.86 0.085
H 20.64 12.01 -22.25 0.085
H 20.86 14.82 -24.91 0.067
H 20.41 13.22 -25.40 0.087
H 19.79 13.86 -23.85 0.079
H 23.65 12.99 -23.16 0.126
C 19.41 16.28 -21.23 -0.063
N 19.64 15.61 -19.98 -0.153
C 21.07 15.22 -19.93 -0.037
C 18.83 15.79 -18.92 -0.341
O 17.73 16.37 -18.91 -0.013
H 19.98 15.70 -21.95 0.079
H 19.70 17.33 -21.18 0.068
H 18.37 16.37 -21.55 0.093
H 21.69 15.87 -20.54 0.078
H 21.42 15.31 -18.90 0.019
H 21.24 14.21 -20.31 0.080
H 19.25 15.28 -18.05 0.089
C 23.43 24.10 -19.23 -0.058
N 22.38 23.25 -19.81 -0.193
C 22.15 22.05 -19.04 -0.059
C 21.55 23.51 -20.80 -0.323
O 20.90 22.62 -21.37 -0.035
H 23.01 24.95 -18.70 0.092
H 23.91 24.51 -20.11 0.069
H 24.20 23.56 -18.69 0.082
H 21.21 21.53 -19.22 0.066
H 23.10 21.57 -19.26 0.044
H 22.10 22.34 -17.99 0.097
H 21.65 24.58 -21.07 0.149
C 24.29 12.73 -17.36 -0.074
N 24.07 13.20 -18.73 -0.159
C 24.44 14.55 -19.14 -0.032
C 23.49 12.30 -19.61 -0.276
O 23.19 12.48 -20.81 -0.033
H 23.88 11.75 -17.14 0.084
H 23.83 13.41 -16.64 0.013
H 25.35 12.71 -17.12 0.087
H 24.57 14.55 -20.22 0.094
H 23.78 15.39 -18.91 0.048
H 25.42 14.77 -18.71 0.084
H 23.38 11.35 -19.06 0.128
C 18.55 21.47 -18.09 -0.058
N 17.91 20.81 -19.21 -0.147
C 16.72 21.35 -19.93 -0.042
C 18.63 19.80 -19.81 -0.347
O 19.62 19.27 -19.40 0.025
H 19.22 22.23 -18.50 0.073
H 19.31 20.96 -17.51 0.084
H 17.81 21.79 -17.35 0.093
H 15.85 21.37 -19.28 0.081
H 16.76 22.36 -20.33 0.072
H 16.39 20.75 -20.78 0.077
H 18.15 19.53 -20.77 0.132
C 28.56 19.27 -19.81 -0.070
N 27.54 18.58 -19.03 -0.191
C 26.94 19.36 -17.99 -0.096
C 27.14 17.26 -19.25 -0.265
O 27.75 16.61 -20.13 -0.058
H 28.23 19.97 -20.57 0.038
H 29.20 18.51 -20.28 0.079
H 29.35 19.68 -19.18 0.091
H 27.64 19.33 -17.15 0.095
H 26.86 20.37 -18.38 0.059
H 25.90 19.09 -17.83 0.023
H 26.38 16.92 -18.53 0.118
C 18.28 23.09 -23.06 -0.078
N 18.41 21.77 -23.68 -0.169
C 17.15 21.18 -24.13 -0.048
C 19.64 21.21 -23.89 -0.319
O 19.68 20.23 -24.61 -0.006
H 18.76 23.07 -22.08 0.053
H 17.25 23.40 -22.95 0.079
H 18.78 23.92 -23.55 0.085
H 16.37 21.54 -23.46 0.071
H 16.92 21.42 -25.17 0.093
H 17.14 20.11 -23.98 0.085
H 20.50 21.80 -23.52 0.094
C 21.93 19.31 -22.04 -0.053
N 22.97 18.39 -21.45 -0.128
C 23.70 17.51 -22.42 0.000
C 23.25 18.54 -20.11 -0.283
O 24.16 17.93 -19.47 -0.081
H 21.15 18.72 -22.52 0.074
H 22.32 19.81 -22.92 0.054
H 21.59 20.10 -21.37 0.067
H 24.33 16.83 -21.85 0.074
H 22.95 16.97 -22.99 0.073
H 24.28 18.15 -23.09 0.077
H 22.60 19.31 -19.66 0.109
Br 28.06 20.17 -23.60 0.627
C 27.71 18.35 -22.91 -0.685
C 27.18 17.47 -23.98 -0.626
Br 27.03 15.55 -23.33 0.598
H 26.95 18.51 -22.14 0.038
H 28.62 18.00 -22.44 0.050
H 27.77 17.32 -24.89 0.052
H 26.23 17.82 -24.38 0.036
Br 25.47 21.62 -20.91 0.667
C 24.51 21.65 -22.68 -0.626
C 24.44 23.06 -23.23 -0.586
Br 23.19 23.00 -24.83 0.616
H 23.49 21.31 -22.51 0.010
H 25.10 20.94 -23.27 0.019
H 25.43 23.38 -23.57 0.061
H 24.06 23.74 -22.47 0.032
Br 23.48 19.06 -16.20 0.633
C 22.72 17.28 -16.70 -0.669
C 22.01 16.65 -15.55 -0.586
Br 21.47 14.78 -16.12 0.662
H 23.53 16.68 -17.12 0.035
H 21.99 17.49 -17.48 0.049
H 21.12 17.13 -15.13 0.064
H 22.61 16.48 -14.65 0.050
```

**2S+1**: 1
**LUMO energy**: 0.02 eV
**Orbital gap**: 8.7137 eV
**SMILES**: CN(C)C=O.CN(C)C=O.CN(C)C=O.CN(C)C=O.CN(C)C=O.CN(C)C=O.CN(C)C=O.CN(C)C=O.CN(C)C=O.BrCCBr.BrCCBr.BrCCBr
**Total charge**: 0
**HOMO**: -8.6888 eV
**Energy relative to the best compared isomer or geometry (same formula, charge and spin)**: 221.2 kJ/mol

---

# 2
Here is a molecular structure, CF3IrMgNO3S3 at a distorted geometry from the OMol25 dataset. Energies are from ωB97M-V/def2-TZVPD.

The geometry in XYZ format:
```
13
Properties=species:S:1:pos:R:3:lowdin_charge:R:1
Ir 1.18 0.23 1.76 0.962
N -0.71 1.73 -0.16 -0.730
S -0.39 2.69 1.24 0.831
O 1.20 2.20 1.41 -0.929
S -1.19 0.18 0.16 0.898
O -0.64 -0.27 1.54 -0.677
O -0.02 -1.79 -1.73 -0.577
C -3.01 0.35 0.59 -0.758
F -3.23 1.15 1.61 0.156
F -3.63 0.82 -0.48 0.154
F -3.47 -0.86 0.87 0.159
Mg 1.30 1.75 -0.53 0.891
S 1.77 -1.63 -1.40 0.621
```

**2S+1**: 5
**LUMO energy (alpha / beta)**: -6.15 / -6.57 eV
**Orbital gap (alpha / beta)**: 6.0754 / 6.2212 eV
**Total charge**: +1
**HOMO (alpha / beta)**: -12.2279 / -12.7941 eV

---

# 3
Here is a single C20H23N3O2 molecule from the OMol25 dataset. Energies are from ωB97M-V/def2-TZVPD.

The geometry in XYZ format:
```
48
Properties=species:S:1:pos:R:3:lowdin_charge:R:1
C -3.42 -1.96 -0.26 -0.041
C -1.92 -1.98 -0.30 -0.283
C -1.17 -1.93 0.87 -0.040
C 0.21 -2.01 0.85 -0.028
C 0.89 -2.12 -0.36 -0.241
C 2.39 -2.29 -0.43 -0.124
C 3.17 -1.43 0.57 -0.137
N 2.85 -0.03 0.48 -0.063
C 3.27 0.78 -0.64 -0.091
C 2.62 2.15 -0.38 -0.174
C 1.28 2.33 -1.08 -0.467
O 1.01 3.35 -1.69 0.075
N 0.43 1.30 -0.95 0.096
C -0.93 1.38 -1.43 -0.116
C -1.96 1.37 -0.32 -0.175
C -1.64 1.26 1.02 -0.025
C -2.66 1.26 1.96 -0.055
C -3.96 1.38 1.52 -0.164
N -4.28 1.49 0.24 0.063
C -3.31 1.49 -0.65 -0.120
C 2.41 2.16 1.14 -0.021
C 2.38 0.69 1.53 -0.472
O 2.00 0.22 2.58 0.067
C 0.14 -2.15 -1.54 -0.046
C -1.24 -2.08 -1.51 -0.056
H -3.82 -1.49 -1.16 0.078
H -3.78 -1.42 0.61 0.069
H -3.80 -2.98 -0.21 0.086
H -1.68 -1.85 1.82 0.118
H 0.75 -1.97 1.78 0.108
H 2.63 -3.33 -0.22 0.126
H 2.73 -2.06 -1.44 0.107
H 4.24 -1.57 0.40 0.131
H 2.94 -1.73 1.60 0.120
H 2.93 0.34 -1.58 0.130
H 4.36 0.86 -0.67 0.134
H 3.27 2.97 -0.71 0.148
H 0.68 0.47 -0.44 0.112
H -1.01 2.31 -1.99 0.132
H -1.14 0.54 -2.10 0.118
H -0.61 1.16 1.35 0.102
H -2.43 1.17 3.01 0.105
H -4.80 1.39 2.21 0.102
H -3.62 1.59 -1.68 0.120
H 1.50 2.68 1.44 0.130
H 3.24 2.63 1.66 0.133
H 0.65 -2.23 -2.49 0.113
H -1.79 -2.12 -2.43 0.116
```

**2S+1**: 1
**LUMO energy**: 0.62 eV
**Orbital gap**: 9.6487 eV
**SMILES**: Cc1ccc(CCN2C[C@@H](C(=O)NCc3cccnc3)CC2=O)cc1
**Total charge**: 0
**HOMO**: -9.0299 eV
**Energy relative to the best compared isomer or geometry (same formula, charge and spin)**: 6.6 kJ/mol

---

# 4
Here is 8 unconnected molecules or ions with the total composition C28H84N7O11P at a distorted geometry from the OMol25 dataset. Energies are from ωB97M-V/def2-TZVPD.

The geometry in XYZ format:
```
131
Properties=species:S:1:pos:R:3:lowdin_charge:R:1
P -12.87 23.79 17.06 0.088
O -13.39 25.24 17.04 -0.382
O -12.72 23.31 15.59 -0.408
O -13.86 22.91 17.89 -0.400
O -11.44 23.78 17.72 -0.428
C -13.14 20.17 14.66 -0.033
C -14.62 20.39 14.54 -0.289
C -15.49 19.22 14.86 -0.179
O -15.53 19.05 16.27 -0.217
C -16.31 17.90 16.59 -0.061
N -14.98 21.57 15.45 0.200
H -15.84 22.10 15.23 0.159
H -14.97 21.38 16.45 0.117
H -14.24 22.31 15.32 0.083
H -12.85 19.88 15.67 0.099
H -12.55 21.04 14.37 0.063
H -12.83 19.31 14.07 0.109
H -14.88 20.79 13.56 0.160
H -15.05 18.30 14.45 0.149
H -16.51 19.29 14.48 0.144
H -16.44 17.80 17.66 0.077
H -15.91 16.97 16.16 0.108
H -17.31 18.02 16.15 0.106
C -15.53 25.06 13.65 -0.025
C -14.34 25.02 12.72 -0.304
C -14.41 26.05 11.62 -0.197
O -13.10 26.36 11.21 -0.201
C -13.06 27.07 9.97 -0.055
N -13.11 25.22 13.57 0.200
H -13.10 26.10 14.09 0.158
H -13.00 24.44 14.29 0.091
H -12.26 25.20 12.99 0.159
H -16.48 25.12 13.13 0.109
H -15.45 25.83 14.42 0.083
H -15.55 24.14 14.24 0.059
H -14.22 23.99 12.37 0.156
H -15.05 26.92 11.81 0.149
H -14.93 25.51 10.80 0.151
H -13.55 26.51 9.17 0.103
H -12.01 27.16 9.68 0.100
H -13.45 28.08 10.09 0.103
C -10.17 28.69 18.44 -0.015
C -11.37 27.87 18.00 -0.302
C -12.26 28.58 17.03 -0.217
O -11.60 28.70 15.81 -0.181
C -12.37 29.40 14.86 -0.070
N -10.85 26.60 17.33 0.187
H -10.40 25.92 17.95 0.132
H -11.68 25.97 17.09 0.088
H -10.36 26.77 16.46 0.158
H -9.57 28.17 19.19 0.087
H -10.58 29.55 18.98 0.107
H -9.53 28.99 17.61 0.099
H -11.94 27.52 18.86 0.144
H -12.50 29.56 17.46 0.155
H -13.22 28.05 16.91 0.111
H -11.87 29.35 13.91 0.098
H -12.49 30.46 15.15 0.111
H -13.38 28.97 14.78 0.086
C -14.58 18.86 20.21 -0.007
C -14.75 20.13 19.41 -0.315
C -16.15 20.69 19.43 -0.214
O -16.47 20.97 20.76 -0.202
C -17.88 20.91 21.03 -0.054
N -13.84 21.21 20.01 0.198
H -14.32 21.65 20.79 0.153
H -12.96 20.76 20.27 0.151
H -13.66 21.93 19.23 0.087
H -15.29 18.12 19.84 0.096
H -14.72 19.04 21.27 0.103
H -13.61 18.41 19.99 0.099
H -14.41 20.05 18.38 0.128
H -16.83 19.96 18.99 0.136
H -16.20 21.65 18.89 0.115
H -18.09 21.34 22.00 0.103
H -18.25 19.87 21.02 0.107
H -18.44 21.39 20.22 0.091
C -8.03 21.69 14.65 -0.012
C -8.60 22.32 15.90 -0.336
C -7.67 23.24 16.65 -0.256
O -6.53 22.54 16.98 -0.158
C -5.49 23.35 17.56 -0.035
N -9.85 23.07 15.57 0.174
H -10.44 23.47 16.38 0.083
H -9.58 23.89 15.01 0.162
H -10.49 22.56 14.97 0.135
H -7.13 21.12 14.85 0.106
H -7.79 22.44 13.89 0.104
H -8.77 21.00 14.23 0.094
H -8.92 21.54 16.59 0.160
H -8.18 23.58 17.58 0.115
H -7.49 24.18 16.08 0.141
H -5.41 24.32 17.05 0.096
H -4.56 22.82 17.38 0.105
H -5.62 23.45 18.64 0.093
C -17.69 24.51 19.66 -0.018
C -16.86 25.38 18.76 -0.328
C -16.96 26.86 19.10 -0.186
O -16.06 27.67 18.38 -0.170
C -16.39 27.85 17.01 -0.084
N -15.41 25.01 18.81 0.183
H -15.09 25.03 19.79 0.160
H -15.08 24.09 18.39 0.095
H -14.84 25.70 18.29 0.109
H -17.65 24.87 20.69 0.105
H -17.38 23.47 19.69 0.056
H -18.74 24.55 19.35 0.110
H -17.10 25.24 17.70 0.147
H -16.80 27.02 20.17 0.146
H -18.01 27.18 18.96 0.156
H -15.51 27.71 16.38 0.062
H -16.72 28.88 16.82 0.107
H -17.21 27.21 16.67 0.093
C -11.95 24.73 20.89 -0.039
C -10.61 24.14 21.24 -0.271
C -10.70 23.27 22.48 -0.236
O -9.44 22.71 22.69 -0.182
C -9.41 21.79 23.80 -0.041
N -10.19 23.18 20.10 0.204
H -9.27 23.44 19.74 0.144
H -10.10 22.21 20.43 0.155
H -10.83 23.19 19.24 0.095
H -12.71 24.00 20.62 0.069
H -11.88 25.39 20.02 0.063
H -12.30 25.40 21.68 0.110
H -9.76 24.82 21.31 0.163
H -11.48 22.51 22.33 0.135
H -10.98 23.94 23.31 0.155
H -8.37 21.61 24.05 0.104
H -9.94 20.87 23.55 0.095
H -9.88 22.22 24.69 0.103
```

**2S+1**: 1
**LUMO energy**: -8.91 eV
**Orbital gap**: 9.5188 eV
**Total charge**: +4
**HOMO**: -18.4270 eV
**Energy relative to the best compared isomer or geometry (same formula, charge and spin)**: 0.0 kJ/mol